Arrangement 1

A 2-piece molecular cluster, C2H2ClNO overall, computed with wB97M-V/def2-TZVPD.

```
! RIJCOSX wB97M-V def2-TZVPD def2/J DEFGRID3
* xyz 0 1
C -1.981 0.123 -0.021
C -0.877 -0.607 0.249
N -2.818 0.833 -0.433
O 2.635 0.666 -0.531
Cl 0.589 -0.414 -0.606
H -0.856 -1.068 1.129
H 3.309 0.467 0.214
*
```

Summary:
lowest unoccupied orbital energy (spin up / spin down): -2.1 / -1.7 eV
gap between HOMO and LUMO (spin up / spin down): 7.3 / 10.1 eV

Atomic charges from the natural (NBO) analysis, expressed in e, are listed below: number 1, C, carries 0.1568; number 2, C, carries -0.2432; number 3, N, carries -0.2229; number 4, O, carries -0.5309; number 5, Cl, carries 0.1960; number 6, H, carries 0.2095; number 7, H, carries 0.4347



Arrangement 2

One molecule with the formula C2H2ClNO, computed with wB97M-V/def2-TZVPD.

```
! RIJCOSX wB97M-V def2-TZVPD def2/J DEFGRID3
* xyz 0 1
C 0.704 -0.351 -1.255
C 0.837 -0.260 0.242
N -0.413 0.147 -0.680
O 1.135 -0.767 -2.277
Cl 1.795 1.102 1.017
H 0.355 -1.028 0.989
H -1.076 0.957 -0.617
*
```

Summary:
lowest unoccupied orbital energy: 0.7 eV
gap between HOMO and LUMO: 11.1 eV

Atomic charges from the natural (NBO) analysis, expressed in e, are listed below: number 1, C, carries 0.6631; number 2, C, carries -0.1548; number 3, N, carries -0.6387; number 4, O, carries -0.5132; number 5, Cl, carries -0.0406; number 6, H, carries 0.2483; number 7, H, carries 0.4360



Of them, arrangement 1 has the lowest stability.



Arrangement 1

A 2-piece molecular cluster, C2H10NO overall, computed with wB97M-V/def2-TZVPD.

```
! RIJCOSX wB97M-V def2-TZVPD def2/J DEFGRID3
* xyz 1 1
C -1.547 -0.300 1.938
N -0.532 0.319 0.982
H 0.448 0.110 1.182
H -0.726 0.171 -0.019
H -0.565 1.332 1.127
H -1.060 -0.453 2.895
H -1.681 -1.322 1.587
H -2.494 0.222 1.844
C 1.640 0.224 -1.857
O 0.454 -0.518 -1.579
H 0.351 -1.233 -2.183
H 1.413 1.300 -1.779
H 2.465 -0.028 -1.219
H 1.833 0.178 -2.919
*
```

Summary:
lowest unoccupied orbital energy: -3.6 eV
gap between HOMO and LUMO: 11.3 eV

Here are the natural (NBO) charges for atoms 1 to 8, given in e: number 1, C, carries -0.4198; number 2, N, carries -0.6798; number 3, H, carries 0.4444; number 4, H, carries 0.4768; number 5, H, carries 0.4313; number 6, H, carries 0.2464; number 7, H, carries 0.2367; number 8, H, carries 0.2487



Arrangement 2

C2H10NO as an isolated structure, computed with wB97M-V/def2-TZVPD.

```
! RIJCOSX wB97M-V def2-TZVPD def2/J DEFGRID3
* xyz 1 1
C 0.113 2.100 -1.752
N -0.608 1.047 -1.174
C -0.039 -2.744 1.544
H 0.668 2.663 -0.973
H 0.838 1.741 -2.492
H -0.492 2.862 -2.256
H -0.951 -2.157 1.564
H 0.963 0.987 1.163
H 0.795 -2.073 1.313
H -0.048 -3.494 0.757
H 0.100 -3.218 2.509
H -1.563 1.320 -0.888
H -0.112 0.646 -0.141
O 0.334 0.320 0.824
*
```

Summary:
lowest unoccupied orbital energy: -10.4 eV
gap between HOMO and LUMO: 5.4 eV

Here are the natural (NBO) charges for atoms 1 to 8, given in e: number 1, C, carries -0.5280; number 2, N, carries -0.1168; number 3, C, carries -0.8402; number 4, H, carries 0.3547; number 5, H, carries 0.2918; number 6, H, carries 0.2837; number 7, H, carries 0.2041; number 8, H, carries 0.4939



Of them, arrangement 2 has the lowest stability.



Arrangement 1

A 2-piece molecular cluster, C2H10NO overall, computed with wB97M-V/def2-TZVPD.

```
! RIJCOSX wB97M-V def2-TZVPD def2/J DEFGRID3
* xyz 1 1
C 0.636 -1.239 0.341
C -0.161 -0.989 -0.851
N 0.182 0.490 -1.415
H 0.528 -2.279 0.920
H 0.473 -0.504 1.125
H 1.706 -1.322 0.038
H -1.137 -1.020 -0.401
H -0.073 -1.629 -1.697
H 1.139 0.791 -1.364
H -0.161 0.942 -2.296
H -0.274 1.034 -0.745
H -0.183 1.957 2.260
H -1.726 1.963 2.393
O -0.950 1.805 1.694
*
```

Summary:
lowest unoccupied orbital energy: -3.5 eV
gap between HOMO and LUMO: 11.9 eV

Here are the natural (NBO) charges for atoms 1 to 8, given in e: number 1, C, carries -0.6816; number 2, C, carries -0.1852; number 3, N, carries -0.7062; number 4, H, carries 0.2935; number 5, H, carries 0.2454; number 6, H, carries 0.2259; number 7, H, carries 0.2427; number 8, H, carries 0.2354



Arrangement 2

A 2-piece molecular cluster, C2H10NO overall, computed with wB97M-V/def2-TZVPD.

```
! RIJCOSX wB97M-V def2-TZVPD def2/J DEFGRID3
* xyz 1 1
N 1.996 -0.893 1.291
H 2.632 -0.820 0.501
H 1.845 -1.859 1.561
H 1.041 -0.389 0.962
H 2.455 -0.399 2.053
C -0.476 0.783 -0.756
O -0.199 0.177 0.585
C -1.811 0.331 -1.239
H 0.338 0.473 -1.386
H -0.412 1.846 -0.548
H -1.061 -0.041 0.964
H -1.938 -0.730 -1.179
H -1.858 0.748 -2.241
H -2.552 0.774 -0.568
*
```

Summary:
lowest unoccupied orbital energy: -3.6 eV
gap between HOMO and LUMO: 12.0 eV

Here are the natural (NBO) charges for atoms 1 to 8, given in e: number 1, N, carries -0.9088; number 2, H, carries 0.4322; number 3, H, carries 0.4382; number 4, H, carries 0.4753; number 5, H, carries 0.4367; number 6, C, carries -0.0495; number 7, O, carries -0.7655; number 8, C, carries -0.6474



Arrangement 3

A 2-piece molecular cluster, C2H10NO overall, computed with wB97M-V/def2-TZVPD.

```
! RIJCOSX wB97M-V def2-TZVPD def2/J DEFGRID3
* xyz 1 1
C 0.000 0.000 0.000
C 1.304 -0.542 2.020
N 1.213 -0.553 0.545
H -0.043 1.072 0.257
H -0.972 -0.460 0.247
H 0.169 -0.095 -1.086
H 2.015 -1.306 2.377
H 0.306 -0.771 2.431
H 1.624 0.442 2.402
H 1.301 -1.550 0.256
H 2.043 -0.044 0.173
O -1.089 0.208 6.452
H -1.211 0.046 5.489
H -1.424 1.122 6.595
*
```

Summary:
lowest unoccupied orbital energy: -3.9 eV
gap between HOMO and LUMO: 10.0 eV

Here are the natural (NBO) charges for atoms 1 to 8, given in e: number 1, C, carries -0.4409; number 2, C, carries -0.4397; number 3, N, carries -0.4894; number 4, H, carries 0.2414; number 5, H, carries 0.2596; number 6, H, carries 0.2395; number 7, H, carries 0.2510; number 8, H, carries 0.2371



Of them, arrangement 1 has the lowest stability.



Arrangement 1

A 2-piece molecular cluster, H5NO overall, computed with wB97M-V/def2-TZVPD.

```
! RIJCOSX wB97M-V def2-TZVPD def2/J DEFGRID3
* xyz 0 1
N 0.000 0.000 0.000
H -0.943 -0.400 0.044
H -0.018 0.727 -0.722
H 0.165 0.472 0.895
O 5.116 -1.246 1.363
H 5.751 -1.489 0.651
H 4.248 -1.170 0.906
*
```

Summary:
lowest unoccupied orbital energy: 1.0 eV
gap between HOMO and LUMO: 11.3 eV

Atomic charges from the natural (NBO) analysis, expressed in e, are listed below: number 1, N, carries -1.0730; number 2, H, carries 0.3583; number 3, H, carries 0.3573; number 4, H, carries 0.3578; number 5, O, carries -0.9427; number 6, H, carries 0.4693; number 7, H, carries 0.4731



Arrangement 2

A 2-piece molecular cluster, H5NO overall, computed with wB97M-V/def2-TZVPD.

```
! RIJCOSX wB97M-V def2-TZVPD def2/J DEFGRID3
* xyz 0 1
N -0.452 0.281 -1.308
H 0.562 0.187 -1.426
H -0.092 -0.317 1.525
H -0.700 0.251 -2.305
H -0.440 1.302 -1.199
O 0.212 -1.037 2.089
H 0.909 -0.666 2.624
*
```

Summary:
lowest unoccupied orbital energy: 0.9 eV
gap between HOMO and LUMO: 12.0 eV

Atomic charges from the natural (NBO) analysis, expressed in e, are listed below: number 1, N, carries -1.0400; number 2, H, carries 0.3465; number 3, H, carries 0.4755; number 4, H, carries 0.3511; number 5, H, carries 0.3429; number 6, O, carries -0.9387; number 7, H, carries 0.4628



Of them, arrangement 2 has the lowest stability.



Arrangement 1

One molecule with the formula C3H3NO, computed with wB97M-V/def2-TZVPD.

```
! RIJCOSX wB97M-V def2-TZVPD def2/J DEFGRID3
* xyz 0 1
O 1.307 -0.891 -1.305
C 0.786 -0.651 -0.246
C -0.055 0.612 -0.028
C -1.905 -0.515 0.614
N -1.223 0.427 0.861
H 0.924 -1.309 0.636
H -0.382 0.972 -1.008
H 0.547 1.355 0.477
*
```

Summary:
lowest unoccupied orbital energy: 0.3 eV
gap between HOMO and LUMO: 10.9 eV

Atomic charges from the natural (NBO) analysis, expressed in e, are listed below: number 1, O, carries -0.4884; number 2, C, carries 0.4210; number 3, C, carries -0.3441; number 4, C, carries 0.3637; number 5, N, carries -0.5540; number 6, H, carries 0.1257; number 7, H, carries 0.2401; number 8, H, carries 0.2360



Arrangement 2

C3H3NO as an isolated structure, computed with wB97M-V/def2-TZVPD.

```
! RIJCOSX wB97M-V def2-TZVPD def2/J DEFGRID3
* xyz 0 1
O 0.631 1.548 -1.052
C 0.620 0.284 -0.691
C -0.128 -0.003 0.563
C -0.803 -1.296 0.431
N -1.349 -2.307 0.317
H 1.206 1.069 -1.738
H -0.824 0.794 0.833
H 0.648 -0.089 1.338
*
```

Summary:
lowest unoccupied orbital energy: 0.2 eV
gap between HOMO and LUMO: 9.7 eV

Atomic charges from the natural (NBO) analysis, expressed in e, are listed below: number 1, O, carries -0.6277; number 2, C, carries 0.2098; number 3, C, carries -0.6642; number 4, C, carries 0.2901; number 5, N, carries -0.3006; number 6, H, carries 0.5489; number 7, H, carries 0.2539; number 8, H, carries 0.2898



Arrangement 3

A 2-piece molecular cluster, C3H3NO overall, computed with wB97M-V/def2-TZVPD.

```
! RIJCOSX wB97M-V def2-TZVPD def2/J DEFGRID3
* xyz 0 1
C 1.333 1.089 -0.243
C -0.991 -0.877 -0.492
C -0.667 -0.578 0.700
N 1.975 0.368 0.360
O -1.128 -1.367 -1.527
H 0.780 1.750 -0.863
H -0.085 0.298 0.546
H -1.217 -0.683 1.518
*
```

Summary:
lowest unoccupied orbital energy: 0.8 eV
gap between HOMO and LUMO: 10.2 eV

Atomic charges from the natural (NBO) analysis, expressed in e, are listed below: number 1, C, carries 0.0257; number 2, C, carries 0.7050; number 3, C, carries -0.7480; number 4, N, carries -0.2576; number 5, O, carries -0.4649; number 6, H, carries 0.2440; number 7, H, carries 0.2458; number 8, H, carries 0.2501



Arrangement 4

C3H3NO as an isolated structure, computed with wB97M-V/def2-TZVPD.

```
! RIJCOSX wB97M-V def2-TZVPD def2/J DEFGRID3
* xyz 0 1
C -1.028 -0.123 -0.116
C 0.368 0.210 -0.106
O 0.604 1.219 -0.802
C 1.460 -0.498 0.531
N 2.329 -1.070 1.035
H -1.618 0.587 0.462
H -0.763 0.841 -1.062
H -1.353 -1.166 0.056
*
```

Summary:
lowest unoccupied orbital energy: -0.9 eV
gap between HOMO and LUMO: 9.5 eV

Atomic charges from the natural (NBO) analysis, expressed in e, are listed below: number 1, C, carries -0.8074; number 2, C, carries 0.4419; number 3, O, carries -0.5238; number 4, C, carries 0.1881; number 5, N, carries -0.2116; number 6, H, carries 0.2706; number 7, H, carries 0.3911; number 8, H, carries 0.2511



Of them, arrangement 2 has the lowest stability.



Arrangement 1

One molecule with the formula C3H3NO, computed with wB97M-V/def2-TZVPD.

```
! RIJCOSX wB97M-V def2-TZVPD def2/J DEFGRID3
* xyz 0 1
C -0.302 0.031 0.266
C -0.940 1.239 0.359
C 0.682 -0.864 -0.280
N -1.265 0.179 1.159
O -1.275 2.358 -0.157
H 1.653 -0.359 0.194
H 0.908 -0.679 -1.380
H 0.539 -1.906 -0.162
*
```

Summary:
lowest unoccupied orbital energy: 0.4 eV
gap between HOMO and LUMO: 10.0 eV

Atomic charges from the natural (NBO) analysis, expressed in e, are listed below: number 1, C, carries 0.2183; number 2, C, carries 0.5737; number 3, C, carries -0.6931; number 4, N, carries -0.3010; number 5, O, carries -0.5889; number 6, H, carries 0.2764; number 7, H, carries 0.2654; number 8, H, carries 0.2493



Arrangement 2

One molecule with the formula C3H3NO, computed with wB97M-V/def2-TZVPD.

```
! RIJCOSX wB97M-V def2-TZVPD def2/J DEFGRID3
* xyz 0 1
C -1.071 -0.070 0.078
C 0.509 -0.066 -0.741
O -0.097 1.075 -0.757
C 1.766 -0.096 0.059
N 2.796 -0.328 0.542
H -1.567 0.780 0.558
H -1.694 -0.612 -0.623
H -0.642 -0.682 0.884
*
```

Summary:
lowest unoccupied orbital energy (spin up / spin down): -0.6 / -0.6 eV
gap between HOMO and LUMO (spin up / spin down): 8.5 / 8.5 eV

Atomic charges from the natural (NBO) analysis, expressed in e, are listed below: number 1, C, carries -0.3836; number 2, C, carries 0.2239; number 3, O, carries -0.4240; number 4, C, carries 0.1200; number 5, N, carries -0.2675; number 6, H, carries 0.2354; number 7, H, carries 0.2484; number 8, H, carries 0.2473



Of them, arrangement 2 has the lowest stability.